The following is a DFT calculation (ωB97M-V/def2-TZVPD) of a structure of composition C22H19CaIN4O3S3 in a non-equilibrium geometry.

Element x y z (Å)
Ca  0.61  0.54  -0.33
O  -0.75  1.92  -0.35
C  -0.80  3.13  -0.78
C  -2.05  3.81  -0.82
C  -2.17  5.11  -1.25
C  -1.04  5.82  -1.65
C  0.19  5.20  -1.61
C  0.35  3.87  -1.19
C  1.67  3.29  -1.21
N  2.01  2.02  -1.01
C  3.37  1.94  -1.14
C  3.87  3.17  -1.43
N  2.80  4.01  -1.46
H  -2.91  3.24  -0.51
H  -3.14  5.57  -1.28
H  -1.13  6.83  -2.00
H  1.06  5.76  -1.94
H  3.89  1.01  -1.01
H  4.87  3.50  -1.60
H  2.84  5.00  -1.62
S  -0.53  1.27  4.18
C  0.69  0.06  4.20
C  1.24  -0.07  2.97
N  0.72  0.75  2.03
C  -0.21  1.51  2.51
H  0.93  -0.47  5.10
H  2.04  -0.74  2.70
H  -0.76  2.21  1.92
S  2.73  -1.40  0.20
C  1.97  -2.67  -0.53
N  1.14  -3.49  0.12
C  0.64  -4.67  -0.54
C  1.08  -4.61  -2.00
S  2.29  -3.24  -2.13
H  0.86  -3.27  1.07
H  -0.46  -4.70  -0.47
H  1.04  -5.56  -0.04
H  0.25  -4.36  -2.66
H  1.56  -5.52  -2.33
I  -3.92  -3.93  3.83
C  -3.08  -3.12  2.06
C  -2.17  -2.08  2.16
C  -1.55  -1.62  1.01
C  -1.81  -2.20  -0.22
C  -2.77  -3.20  -0.30
C  -3.41  -3.66  0.84
C  -0.95  -1.88  -1.44
O  -1.09  -2.61  -2.42
O  -0.09  -0.97  -1.30
H  -1.94  -1.63  3.12
H  -0.84  -0.80  1.06
H  -3.00  -3.62  -1.27
H  -4.14  -4.46  0.76

Computed properties:
Kohn-Sham gap (Eh): 0.288
Relative energy (zero: lowest compared OMol25 entry of this formula, charge and spin) (kcal/mol): 35.4
HOMO level (Eh): -0.276
Lowest unoccupied orbital energy (hartree): 0.0120